C4H11NOS | ωB97M-V/def2-TZVPD

Last columns: bonded neighbours and bond lengths (Å).
Geometry (Å):
1 C 1.60311 0.12922 -0.57529  N2 1.405, C5 1.519, H8 1.057, H9 1.085
2 N 1.06582 -1.12270 -0.23072  C1 1.405, C3 1.484, H10 1.016
3 C 1.05009 -1.63497 1.16250  N2 1.484, O4 1.476, H11 1.091, H12 1.186
4 O 0.12347 -0.87610 2.02518  C3 1.476, H13 0.961
5 C 0.73807 1.10411 -1.35496  C1 1.519, C6 1.677, H14 1.085, H15 1.151
6 C -0.62057 1.73281 -0.59836  C5 1.677, S7 1.895, H16 1.162, H17 1.150
7 S -1.78368 0.26503 -0.31159  C6 1.895, H18 1.373
8 H 1.78936 0.51138 0.39240  C1 1.057
9 H 2.53950 0.17270 -1.12245  C1 1.085
10 H 0.11792 -1.33092 -0.53072  N2 1.016
11 H 2.07363 -1.56634 1.53507  C3 1.091
12 H 0.62142 -2.73393 1.28744  C3 1.186
13 H -0.75787 -1.03968 1.67902  O4 0.961
14 H 0.35432 0.87400 -2.34310  C5 1.085
15 H 1.36553 2.04063 -1.58706  C5 1.151
16 H -1.33167 2.31269 -1.31086  C6 1.162
17 H -0.52952 2.35695 0.36379  C6 1.150
18 H -2.77640 1.04266 0.23210  S7 1.373

Multiplicity: 1
SMILES: OCNCCCS
Frontier orbital gap in hartree: 0.34635

=====

C4H11NOS | ωB97M-V/def2-TZVPD

Last columns: bonded neighbours and bond lengths (Å).
Geometry (Å):
1 C -1.70076 -1.53937 0.39051  S7 1.653, H8 1.078, H9 1.080
2 C 0.80645 -0.72786 -1.63725  N5 1.449, H10 1.091, H11 1.092, H12 1.093
3 C 1.33915 1.24197 -0.32183  N5 1.447, H13 1.097, H14 1.089, H15 1.089
4 C -0.52372 0.42179 1.95627  S7 1.802, H16 1.083, H17 1.084, H18 1.085
5 N 0.73938 -0.07437 -0.34552  C2 1.449, C3 1.447, S7 1.724
6 O -1.98266 1.33661 -0.56600  S7 2.011
7 S -0.87045 -0.11506 0.27099  C1 1.653, C4 1.802, N5 1.724, O6 2.011
8 H -2.28802 -1.75709 -0.48740  C1 1.078
9 H -1.06768 -2.34100 0.74184  C1 1.080
10 H 1.84189 -1.00471 -1.84036  C2 1.091
11 H 0.20040 -1.63515 -1.59037  C2 1.092
12 H 0.43060 -0.09032 -2.44220  C2 1.093
13 H 0.63191 1.99936 -0.68215  C3 1.097
14 H 1.63991 1.48305 0.69650  C3 1.089
15 H 2.22324 1.25269 -0.95839  C3 1.089
16 H -0.32910 1.48740 1.95957  C4 1.083
17 H -1.41731 0.20429 2.53070  C4 1.084
18 H 0.32677 -0.14223 2.32510  C4 1.085

Multiplicity: 1
SMILES: C=[S@](C)(=O)N(C)C
Frontier orbital gap (spin up / spin down) in hartree: 0.32758 / 0.32761

=====

C4H11NOS | ωB97M-V/def2-TZVPD

Last columns: bonded neighbours and bond lengths (Å).
Geometry (Å):
1 C -1.04717 0.79163 1.05307  C2 1.512, H4 1.089, H5 1.091, H6 1.091
2 C -0.67910 0.85921 2.51848  C1 1.512, S3 1.844, H7 1.086, H8 1.088
3 S 1.12422 0.50583 2.67711  C2 1.844, H9 1.333
4 H -0.95405 -0.21227 0.64118  C1 1.089
5 H -0.40951 1.47305 0.48832  C1 1.091
6 H -2.09474 1.06040 0.91263  C1 1.091
7 H -0.82514 1.83088 2.98109  C2 1.086
8 H -1.19689 0.10220 3.10325  C2 1.088
9 H 1.20586 0.61974 4.00308  S3 1.333
10 O -1.03526 -1.73421 -1.12560  C11 1.205
11 C -0.66804 -1.28647 -2.18204  O10 1.205, C12 1.502, H14 1.107
12 C 0.42116 -0.26332 -2.33184  C11 1.502, N13 1.469, H15 1.095, H16 1.092
13 N 0.59772 0.14302 -3.73207  C12 1.469, H17 1.016, H18 1.010
14 H -1.13535 -1.64696 -3.11806  C11 1.107
15 H 0.08399 0.59138 -1.73704  C12 1.095
16 H 1.35759 -0.58460 -1.87175  C12 1.092
17 H 0.82767 1.13269 -3.73875  N13 1.016
18 H 1.41927 -0.29609 -4.12348  N13 1.010

Multiplicity: 1
SMILES: NCC=O.CCS
Frontier orbital gap in hartree: 0.35743